The molecule C5H9NO at a distorted geometry. Source: OMol25; level of theory: ωB97M-V with the def2-TZVPD basis set.

For the total energy, the calculation gives -325.900420 a.u. The value obtained for the energy relative to the best compared isomer or geometry (same formula, charge and spin) is 97.5 kJ/mol. The calculation puts the maximum force at 1.09 eV/Å. For the HOMO energy, the calculation gives -10.84 eV. The LUMO energy is 0.6 eV.

Each atom is followed by the atoms it is bonded to, with distances in Å.
CARTESIAN COORDINATES (ANGSTROEM)
1 C -0.12 0.79 -1.33  C2 1.535, H8 1.094, H9 1.094, H10 1.094
2 C 0.31 -0.08 -0.14  C1 1.535, C3 1.536, C4 1.476, C6 1.548
3 C -0.50 -1.39 -0.12  C2 1.536, H11 1.094, H12 1.096, H13 1.095
4 C 1.74 -0.41 -0.29  C2 1.476, N5 1.157
5 N 2.86 -0.67 -0.40  C4 1.157
6 C 0.14 0.69 1.18  C2 1.548, O7 1.409, H14 1.099, H15 1.094
7 O -1.19 1.12 1.38  C6 1.409, H16 0.963
8 H -1.15 1.12 -1.18  C1 1.094
9 H 0.52 1.68 -1.41  C1 1.094
10 H -0.04 0.24 -2.27  C1 1.094
11 H -0.35 -1.96 -1.04  C3 1.094
12 H -1.57 -1.16 -0.03  C3 1.096
13 H -0.20 -2.03 0.72  C3 1.095
14 H 0.49 0.07 2.02  C6 1.099
15 H 0.75 1.60 1.15  C6 1.094
16 H -1.70 0.38 1.73  O7 0.963